(1)
ORCA calculation (the ωB97M-V functional and the def2-TZVPD basis) on a single C3H4O3 molecule at a distorted geometry.

Geometry (Å):
C (0.074, -0.688, 0.570)
C (0.467, -1.298, -0.591)
C (-0.278, 0.657, 0.431)
O (0.610, -0.786, -1.749)
O (0.244, 0.486, -1.939)
O (-0.417, 1.590, 1.447)
H (0.266, -1.142, 1.548)
H (0.768, -2.368, -0.495)
H (-0.715, 1.123, -0.462)
H (-1.020, 2.426, 1.239)

Forces on atoms 1 to 2 (eV/Å):
C 0.7 1.4 -0.7
C 0.1 -3.7 6.5

Values from the calculation:
HOMO level (alpha / beta), eV: -6.37 / -9.94
Lowest unoccupied orbital energy (alpha / beta), eV: 0.6 / -2.0
Gap between HOMO and LUMO (alpha / beta), eV: 6.995 / 7.915
Electronic energy, Eh: -342.1538
Maximum force, eV/A: 7.49
2S+1: 3
Total charge: 0


(2)
ORCA calculation (the ωB97M-V functional and the def2-TZVPD basis) on a molecular structure, C3H4O3Pb at a distorted geometry.

Geometry (Å):
H (1.914, -1.945, -1.684)
O (-0.643, 2.526, -1.742)
O (2.106, -0.337, -0.415)
C (1.333, -1.190, -1.114)
C (0.344, -0.427, -2.318)
O (-0.843, 0.284, -1.982)
C (-0.268, 1.395, -1.362)
H (0.584, -1.697, -0.468)
H (-0.006, -1.278, -2.922)
H (1.030, 0.100, -3.003)
Pb (1.659, 1.646, -0.157)

Forces on atoms 1 to 2 (eV/Å):
H -0.2 0.2 0.1
O -0.1 -2.3 0.8

Values from the calculation:
HOMO level (alpha / beta), eV: -1.39 / -3.98
Lowest unoccupied orbital energy (alpha / beta), eV: 3.8 / 3.7
Gap between HOMO and LUMO (alpha / beta), eV: 5.154 / 7.681
Electronic energy, Eh: -535.2394
Maximum force, eV/A: 3.70
2S+1: 2
Total charge: -1


- Number 2 is which compound?
  C3H4O3Pb


- Which formula does entry 2 have?
  C3H4O3Pb